Entry 1:
The following is a DFT calculation (wB97M-V/def2-TZVPD) of a gas-phase ion, C5H6NO (charge +1).

Last column: Mulliken charge in e.
Element x y z (Å)
C (2.4031, 0.7109, -0.3764)  -0.060
N (1.6039, 0.0446, 0.3509)  -0.004
C (0.7442, -1.0254, -0.0801)  -0.739
C (-0.6449, -0.5759, -0.0417)  -0.040
C (-1.7860, -0.2147, -0.0224)  0.298
C (-3.4263, 0.4263, 0.1442)  0.149
O (-4.5923, 0.2065, -0.1212)  -0.336
H (2.9706, 1.5408, 0.0233)  0.280
H (2.5362, 0.4650, -1.4249)  0.250
H (1.4968, 0.3004, 1.3364)  0.323
H (0.8460, -1.8714, 0.6094)  0.316
H (0.9986, -1.3449, -1.0956)  0.331
H (-3.1499, 1.3377, 0.6981)  0.232

Values from the calculation:
HOMO-LUMO gap	8.56	eV
multiplicity	1
charge	+1
calculated total energy	-323.6969	Eh
HOMO level	-14.141	eV

Entry 2:
The following is a DFT calculation (wB97M-V/def2-TZVPD) of a single C3H8N4O3S molecule.

Last column: Mulliken charge in e.
Element x y z (Å)
H (1.1557, 2.1867, 3.8681)  0.251
N (0.7502, 2.1005, 2.8838)  -0.441
N (1.1766, 0.9899, 2.3679)  -0.191
C (0.5428, 0.6909, 1.1698)  0.105
N (1.2611, -0.2645, 0.2968)  -0.433
C (0.7410, -0.7559, -0.6994)  0.378
C (1.4390, -1.8152, -1.3939)  -1.230
S (-1.1627, -0.0427, 1.6892)  1.056
O (-1.6845, 0.6561, 2.8756)  -0.656
O (-1.0725, -1.4796, 1.7467)  -0.577
N (-2.2006, 0.4880, 0.3954)  -0.294
O (-2.8897, 1.6855, 0.6793)  -0.399
H (0.0722, 1.6739, 0.8070)  0.470
H (-0.2987, -0.4871, -1.1144)  0.322
H (1.6466, -1.6809, -2.3851)  0.395
H (2.4691, -1.8888, -1.0236)  0.329
H (0.9298, -2.7936, -1.4334)  0.259
H (-2.9387, -0.1800, -0.0108)  0.275
H (-2.8957, 1.7355, 1.6833)  0.380

Values from the calculation:
HOMO-LUMO gap	9.39	eV
multiplicity	1
charge	0
calculated total energy	-961.8428	Eh
HOMO level	-9.997	eV

Entry 3:
The following is a DFT calculation (wB97M-V/def2-TZVPD) of a single C7H11NO2 molecule.

Last column: Mulliken charge in e.
Element x y z (Å)
C (-1.9152, 0.6889, 1.3862)  -1.366
C (-0.9763, 1.0113, 0.4812)  0.541
C (-0.7680, 2.3029, -0.0191)  0.174
N (-0.7401, 3.2597, -0.6489)  -0.574
C (0.2085, 0.0031, 0.1652)  1.465
C (1.3027, 0.4077, 1.0573)  -1.853
O (0.7338, 0.3449, -1.1128)  -0.421
C (-0.1384, 0.1312, -2.1477)  -0.641
O (-0.2378, -1.3443, 0.1694)  -0.436
C (0.7084, -2.2903, 0.1850)  -0.735
H (-1.7854, -0.2977, 1.7143)  0.388
H (-2.4784, 1.4415, 1.8427)  0.396
H (2.1800, 0.0589, 0.5556)  0.480
H (1.2855, 1.4959, 0.9807)  0.491
H (1.1221, 0.1577, 2.0568)  0.420
H (0.3636, 0.4653, -3.0956)  0.306
H (-1.1124, 0.7440, -2.0946)  0.239
H (-0.5223, -0.9327, -2.2514)  0.243
H (0.1189, -3.1933, 0.1326)  0.304
H (1.1537, -2.0612, 1.1842)  0.319
H (1.4969, -2.3932, -0.5412)  0.261

Values from the calculation:
HOMO-LUMO gap	10.71	eV
multiplicity	1
charge	0
calculated total energy	-478.4563	Eh
HOMO level	-10.319	eV

Entry 4:
The following is a DFT calculation (wB97M-V/def2-TZVPD) of a single C16H19NO4 molecule.

Last column: Mulliken charge in e.
Element x y z (Å)
C (-3.6968, -0.0060, -3.3515)  -1.449
C (-2.8177, 1.1482, -2.8271)  0.261
O (-3.0261, 2.3371, -2.9832)  -0.523
C (-1.6615, 0.7951, -2.0056)  0.080
C (-1.5034, 1.1591, -0.6505)  0.537
C (-2.2857, 2.1971, 0.0942)  -1.284
C (-0.3233, 0.3417, -0.2439)  -0.677
C (0.3414, 0.1492, 0.9507)  1.203
C (0.0656, 0.8499, 2.2638)  -0.903
C (1.3581, 1.3012, 3.0571)  -0.807
C (2.1175, 2.3282, 2.2966)  0.494
O (1.7595, 3.4819, 2.2708)  -0.566
O (3.1819, 1.7600, 1.5535)  -0.516
C (1.2151, -0.9742, 0.6166)  0.869
C (2.1584, -1.6988, 1.4973)  0.257
C (1.7259, -3.0549, 2.0233)  -1.278
O (3.1451, -1.0966, 1.8451)  -0.622
C (1.1292, -1.1692, -0.7821)  0.087
C (1.9036, -2.2117, -1.5979)  -1.635
N (0.1079, -0.4280, -1.2146)  -0.090
C (-0.5327, -0.2591, -2.4425)  -0.510
H (-3.5488, -0.1023, -4.3728)  0.360
H (-4.7309, 0.1282, -3.1352)  0.380
H (-3.4092, -0.9397, -2.9382)  0.384
H (-3.3027, 2.4601, -0.4008)  0.345
H (-1.7597, 3.2033, 0.0196)  0.234
H (-2.5217, 1.7773, 1.0778)  0.432
H (-0.6437, 1.6794, 2.0999)  0.255
H (-0.6189, 0.2161, 2.9198)  0.398
H (1.0939, 1.8543, 3.9904)  0.402
H (1.9581, 0.5140, 3.3367)  0.462
H (3.1231, 0.7928, 1.5745)  0.417
H (2.3721, -3.4624, 2.8329)  0.366
H (1.5466, -3.7888, 1.2942)  0.354
H (0.7080, -2.8277, 2.5152)  0.320
H (2.2019, -1.8762, -2.5935)  0.400
H (2.6912, -2.5811, -1.0010)  0.450
H (1.1019, -3.0478, -1.7386)  0.284
H (0.1989, 0.2568, -3.0810)  0.330
H (-0.8223, -1.2065, -2.7700)  0.495

Values from the calculation:
HOMO-LUMO gap	8.16	eV
multiplicity	1
charge	0
calculated total energy	-976.7446	Eh
HOMO level	-7.814	eV